Record 1
Formula: C16H40O6Zr
Source: the Open Molecules 2025 dataset
Level of theory: ωB97M-V/def2-TZVPD

Structure (XYZ):
```
63
Properties=species:S:1:pos:R:3:forces:R:3:lowdin_charge:R:1
Zr 18.697204 -8.010801 -14.971865 -0.598 0.087 0.582 1.98
O 19.387749 -10.016068 -14.376070 -0.715 1.726 -0.857 -0.39
O 17.907856 -5.989677 -15.464848 0.790 -2.235 -0.212 -0.38
O 18.511061 -8.592997 -17.060965 0.081 -0.064 1.418 -0.40
O 18.869747 -7.320116 -12.877322 -0.273 -0.130 -0.554 -0.39
O 16.607433 -8.574568 -14.506918 0.058 1.599 -0.474 -0.20
O 20.717048 -7.301855 -15.270600 0.344 0.256 0.024 -0.21
C 17.247925 -6.756356 -11.071829 -0.776 0.170 -0.394 -0.08
C 15.680976 -10.692537 -14.211198 -0.369 -0.063 1.266 -0.06
C 18.935704 -12.024421 -13.096759 0.052 0.173 -0.629 -0.05
C 19.905240 -11.308690 -14.084636 -0.156 0.847 0.647 -0.53
C 18.943147 -3.943830 -14.748436 -0.274 -0.559 0.235 -0.07
C 22.080872 -7.648391 -17.161416 0.922 -0.604 0.185 -0.06
C 19.089356 -9.891127 -19.115872 -0.145 0.522 0.575 -0.06
C 17.477067 -3.904803 -16.788700 -0.578 -0.880 0.884 -0.06
C 20.329800 -12.111434 -15.298826 -1.075 -0.659 0.144 -0.07
C 16.201181 -9.404051 -13.476973 -0.429 -3.564 0.076 -0.27
C 16.875847 -10.256984 -17.856061 0.577 -0.693 0.077 -0.07
C 21.146742 -6.687166 -16.472015 0.326 0.703 -2.038 -0.28
C 17.994786 -9.238491 -18.235983 -0.920 -0.459 0.610 -0.49
C 19.549441 -7.478003 -10.496815 0.800 0.253 -1.167 -0.07
C 18.704880 -6.749557 -11.563248 -1.077 -1.182 0.298 -0.52
C 17.720535 -4.610784 -15.420708 0.956 0.748 0.180 -0.56
H 16.365572 -10.791207 -18.657519 -0.015 0.764 -0.826 0.07
H 17.290099 -11.148917 -17.386013 0.374 0.258 0.829 0.06
H 19.091632 -4.466190 -13.803340 0.317 -0.174 -0.018 0.06
H 18.966825 -5.695766 -11.468305 0.523 0.249 -0.813 0.11
H 19.248386 -8.505583 -10.292980 -0.216 0.051 -0.116 0.07
H 21.512678 -7.168007 -14.750355 -0.502 -0.625 1.149 0.13
H 19.413722 -12.542499 -15.702651 0.012 0.223 -0.856 0.07
H 20.340221 -6.383154 -17.139253 -0.467 -0.309 0.541 0.12
H 20.930806 -11.545224 -16.010365 -0.330 0.079 -0.026 0.07
H 16.565218 -6.294228 -11.784880 0.055 -0.131 -0.436 0.07
H 16.908185 -4.360153 -14.738531 -0.621 -0.137 -0.085 0.12
H 16.570155 -4.284805 -17.259014 0.081 -0.259 -0.158 0.06
H 20.894711 -12.993520 -14.997337 0.268 0.081 0.242 0.07
H 22.873752 -7.850534 -16.441299 0.432 -0.065 -0.094 0.08
H 20.535731 -7.498144 -10.960430 0.331 -0.308 0.292 0.07
H 19.812800 -4.059433 -15.395303 0.191 0.071 0.076 0.06
H 19.613419 -10.661859 -18.550693 0.223 0.175 0.163 0.07
H 17.461885 -8.484388 -18.815167 0.240 0.343 -0.255 0.12
H 18.953387 -11.443045 -12.174916 0.095 -0.341 0.201 0.07
H 17.035689 -9.672206 -12.829057 0.152 0.300 -0.243 0.10
H 16.844410 -7.734801 -10.811235 0.227 -0.310 -0.236 0.06
H 15.774881 -8.319157 -14.910936 0.362 0.630 -0.782 0.13
H 14.804494 -10.497559 -14.829136 -0.221 0.280 0.142 0.07
H 17.072022 -6.151989 -10.181944 0.578 0.100 0.262 0.07
H 21.638396 -5.770407 -16.146539 0.210 0.121 -0.357 0.12
H 21.666714 -8.634114 -17.373368 -0.625 0.202 0.107 0.08
H 17.264649 -2.853768 -16.593024 0.382 0.145 -0.092 0.07
H 18.329284 -4.054071 -17.451694 -0.007 0.161 -0.023 0.07
H 15.418865 -8.968017 -12.855722 -0.015 0.221 -0.149 0.12
H 19.650460 -6.921406 -9.565103 -0.291 0.070 0.002 0.07
H 18.752206 -10.379436 -20.030196 -0.579 0.120 0.080 0.07
H 19.139796 -13.085538 -12.953700 0.639 0.065 0.348 0.07
H 19.758925 -9.095844 -19.443427 0.332 -0.124 0.174 0.07
H 16.359908 -11.234317 -14.869709 0.581 0.600 0.211 0.06
H 17.891217 -12.061902 -13.406202 0.006 0.460 -0.520 0.04
H 20.844963 -11.188577 -13.545574 0.125 0.366 0.512 0.12
H 16.091113 -9.827384 -17.233389 0.216 0.130 0.137 0.06
H 18.804896 -2.897516 -14.475993 -0.133 0.147 -0.371 0.07
H 15.393455 -11.405990 -13.438911 -0.265 -0.141 -0.005 0.07
H 22.558039 -7.335344 -18.090083 -0.188 0.520 0.116 0.09
```
Positions in Å, forces in eV/Å.

Calculated values
**Highest occupied orbital energy**: -8.37 eV
**Net charge**: 0
**Kohn-Sham gap**: 8.753 eV
**M**: 419.7 g mol⁻¹
**ΔE to the lowest compared entry with this formula, charge and spin**: 165.4 kJ/mol
**LUMO energy**: 0.0140 hartree



Record 2
Formula: C33H41NP3STm
Source: the Open Molecules 2025 dataset
Level of theory: ωB97M-V/def2-TZVPD

Structure (XYZ):
```
80
Properties=species:S:1:pos:R:3:forces:R:3:lowdin_spin:R:1
Tm 0.638349 -0.368921 -0.280627 -0.824 -1.104 0.725 2.02
S 1.679700 2.863567 -3.283533 -0.266 0.151 -0.432 0.00
P -1.943199 0.622084 -1.852309 1.480 -0.048 0.410 0.00
P -1.411927 -2.694537 -0.384827 1.329 0.089 0.129 0.00
P -1.245012 0.742392 2.295839 0.830 -0.554 -1.572 0.00
N 1.569896 1.500171 -1.137354 -0.128 -1.824 -0.804 0.00
C -2.546938 -3.059870 0.986495 -1.066 1.442 -1.431 0.00
C -0.427020 -0.513017 4.611461 0.588 -1.212 1.345 0.00
C 1.703311 5.094396 -1.605244 0.315 0.279 1.881 0.00
C 1.545457 1.385611 -2.457105 1.035 -1.097 -1.318 0.00
C 1.650506 1.286590 5.043501 1.385 -0.020 -0.011 0.00
C 1.935072 -2.927518 0.695397 0.414 1.026 -0.799 0.00
C 2.486549 -0.959947 2.008677 -1.242 -0.486 -0.242 0.00
C 1.113858 -2.303896 -4.646967 -0.267 2.094 1.090 0.00
C 0.482024 -0.703926 5.647951 0.502 -0.591 1.151 0.00
C 3.253396 -0.410701 1.020791 0.754 0.278 0.250 0.00
C 1.541561 0.181396 5.865778 0.198 -1.387 0.447 0.00
C -3.058070 -0.757546 -1.573225 0.400 -0.838 -0.088 0.00
C 0.998384 -1.035445 -2.503365 -0.274 -0.079 -1.183 -0.01
C 1.873933 -0.014731 -4.613767 -0.579 -0.142 2.549 0.00
C 3.434484 -1.230236 -0.063700 1.715 1.066 -3.501 0.00
C -2.437639 -2.162955 -1.766065 -0.107 1.484 0.286 0.00
C 1.631752 -1.173596 -5.290107 -0.274 -0.485 -0.288 0.00
C -0.200627 0.501801 3.740821 -0.941 0.932 -0.562 0.00
C 1.515013 0.068779 -3.220885 -0.113 0.292 0.304 0.00
C 2.775616 -2.417659 -0.286437 0.501 -1.016 -0.288 0.00
C 0.774745 -2.194572 -3.317940 0.671 0.704 1.025 0.00
C -2.753737 -0.139432 2.718791 -0.152 0.569 1.514 0.00
C -0.877346 -4.386608 -0.914900 0.387 0.042 0.151 0.00
C -1.825422 2.465361 2.161298 -0.603 0.821 -0.657 0.00
C 1.691596 3.729203 -1.793304 -0.027 -0.893 0.029 0.00
C 1.746827 5.517661 -0.276480 -0.648 0.047 -0.925 0.00
C 1.781297 3.275133 0.567035 -0.069 -1.989 1.302 0.00
C 0.820165 1.396124 3.970364 -1.138 1.510 -1.098 0.00
C -3.031974 2.062717 -1.641054 1.702 0.237 -1.034 0.00
C -1.858603 0.508092 -3.670696 1.637 0.772 -0.152 0.00
C 1.670786 2.771395 -0.727453 0.316 3.254 -0.114 0.00
C 1.767013 4.626370 0.768722 0.024 0.380 1.443 0.00
C 1.766210 -2.145898 1.829889 0.113 -0.292 0.670 0.00
H -2.231303 2.788743 3.102246 -0.315 0.079 0.651 0.00
H 0.856813 -3.194021 -5.119728 -0.121 -1.278 -1.163 0.00
H 4.105698 -0.926997 -0.915046 -0.632 -0.032 1.094 0.00
H -3.831094 2.006307 -2.345775 -0.626 0.122 -0.564 0.00
H 2.298417 -0.124073 6.627247 -0.751 0.806 -0.598 0.00
H 1.880618 2.578598 1.457146 -0.274 0.805 -1.205 0.00
H 1.639959 6.555115 -0.050053 0.231 0.578 -0.013 0.00
H 0.332298 -3.061796 -2.874221 -0.099 -0.296 0.211 0.00
H -1.973013 -3.030324 1.875103 0.268 -0.428 1.051 0.00
H -3.536668 -0.703161 -0.616253 -0.289 0.210 0.677 0.00
H 1.187443 -2.446784 2.685496 -0.323 -0.348 0.012 0.00
H -1.347990 1.375269 -4.141222 -0.681 -0.107 0.446 0.00
H 3.023567 -3.030839 -1.180793 -0.356 0.724 0.699 0.00
H -3.798844 -0.543958 -2.312930 -0.963 -0.438 -0.477 0.00
H -1.652967 -4.923700 -1.470606 -0.103 0.039 0.399 0.00
H -0.048257 -4.289613 -1.604123 0.175 0.047 -0.125 0.00
H -1.885370 -2.208716 -2.684693 0.452 -0.077 -0.444 0.00
H -3.341664 -2.282819 1.022122 0.626 -0.331 0.124 0.00
H 1.732080 5.024277 1.796870 0.241 -0.303 -0.597 0.00
H 0.406257 -1.566048 6.350139 -0.195 0.723 -0.759 0.00
H 2.486626 1.961066 5.119519 0.016 0.306 0.372 0.00
H -2.699730 2.538614 1.419382 1.515 -0.206 0.861 0.00
H -0.469355 -4.999279 -0.087745 -0.605 0.334 -0.214 0.00
H 3.774272 0.544170 1.175014 -0.173 -0.547 -0.282 0.00
H -3.212028 -2.860032 -1.826984 -1.477 -1.222 -0.342 0.00
H -2.843207 0.366303 -4.040488 -0.940 0.122 -0.575 0.00
H 0.728752 2.276893 3.308777 0.985 -0.266 0.509 0.00
H -1.228496 -0.295199 -4.029573 0.034 -0.571 0.281 0.00
H -1.042694 3.222267 1.924712 -0.455 -0.773 -0.236 0.00
H -3.167591 0.278745 3.685834 0.324 -0.568 -1.015 0.00
H -3.068167 -3.963214 0.766082 -0.162 -0.973 0.291 0.00
H 1.748522 -1.170376 -6.348830 0.512 -0.213 -0.620 0.00
H 2.387342 -0.465177 2.918336 -0.298 0.797 1.500 0.00
H -2.384685 2.936256 -1.846447 -0.557 -0.198 0.051 0.00
H -2.592350 -1.213251 2.799744 -0.154 0.259 0.014 0.00
H 2.408906 0.781836 -5.051796 0.176 0.932 -0.741 0.00
H 1.694653 5.879099 -2.322683 -0.032 -0.033 -0.990 0.00
H -1.250902 -1.191685 4.557335 -0.396 -0.251 -0.259 0.00
H -3.420385 0.097353 1.917968 -0.789 -0.140 -0.459 0.00
H -3.418192 2.142373 -0.671796 -0.529 0.085 1.488 0.00
H 1.522743 -3.860055 0.407245 -0.832 -0.779 0.746 0.00
```
Positions in Å, forces in eV/Å.

Calculated values
**Highest occupied orbital energy (spin up / spin down)**: -13.63 / -13.63 eV
**Net charge**: +2
**Kohn-Sham gap (spin up / spin down)**: 8.050 / 8.095 eV
**M**: 745.6 g mol⁻¹
**ΔE to the lowest compared entry with this formula, charge and spin**: 1.7 kJ/mol
**Multiplicity**: 3
**LUMO energy (spin up / spin down)**: -0.2050 / -0.2034 hartree



Record 3
Formula: C36H28F6N2O5PSr
Source: the Open Molecules 2025 dataset
Level of theory: ωB97M-V/def2-TZVPD

Structure (XYZ):
```
79
Properties=species:S:1:pos:R:3:forces:R:3:lowdin_charge:R:1
Sr -0.092425 0.576785 -0.829742 0.713 1.049 -0.786 1.62
P -0.552425 -2.265415 -0.698542 -0.703 -2.874 0.796 0.78
F -1.300725 -0.552215 3.431458 0.155 -0.297 -0.173 0.14
F -1.520725 2.911485 1.410358 -0.025 -0.138 -0.140 0.16
F -0.707125 1.038185 4.730458 0.204 0.180 0.146 0.12
F 0.578575 3.375485 1.489358 0.263 -0.210 -0.179 0.15
F -2.320925 1.320685 3.344158 -0.204 0.117 -0.228 0.15
F -0.582825 3.419885 3.282658 -0.024 -0.030 0.286 0.13
O -0.038925 -1.409315 -1.780342 0.575 -1.514 -1.842 -0.46
O 4.450675 0.181085 -0.997742 -0.222 -0.168 0.027 0.03
O 2.067675 0.993685 -1.066142 2.287 0.008 -0.220 -0.26
O -1.779725 1.302385 -1.915142 -1.928 0.689 -1.324 -0.30
O -0.265425 0.525085 1.266658 -0.174 -0.057 2.214 -0.38
N 1.654575 3.239685 -1.294742 1.170 0.564 0.045 0.05
N 0.345375 2.872085 -1.346742 -0.756 1.134 -0.308 -0.12
C 2.465575 2.221985 -1.157442 -0.763 0.806 -0.209 -0.43
C -4.590425 -2.750215 -0.527142 -0.139 -0.079 -0.075 -0.08
C -2.781825 4.733385 -1.241642 0.273 -0.218 -0.011 -0.07
C 1.787275 -1.844615 0.602058 0.032 -0.018 -0.082 -0.07
C -1.925925 3.646385 -1.465842 -0.766 -0.378 -0.053 -0.16
C -4.114125 -0.494215 0.140058 -0.102 -0.009 0.071 -0.05
C 6.650475 3.053385 -1.101042 0.023 -0.067 -0.019 -0.11
C -0.081225 1.229285 2.369958 -0.171 0.602 1.167 -0.48
C -0.511925 3.837485 -1.365742 1.211 -0.174 -0.054 -0.10
C -0.405925 2.732885 2.127558 -0.096 0.425 0.202 -0.55
C 4.384675 3.827485 -1.190042 0.073 -0.158 0.032 -0.03
C -0.638525 -5.038415 -0.228042 0.008 -0.063 -0.010 -0.08
C -4.706025 3.381385 -1.654142 0.023 0.030 0.007 -0.12
C -0.008225 -4.355115 -2.442142 -0.021 0.163 -0.069 -0.06
C -5.031225 -1.497215 -0.128242 -0.001 -0.009 -0.001 -0.07
C 2.256475 -2.389115 2.884358 0.083 -0.031 -0.051 -0.09
C 3.915275 2.517685 -1.129642 0.242 -0.185 0.032 -0.08
C -3.900625 2.295685 -1.888342 0.011 -0.134 0.007 -0.04
C -0.506225 -6.363815 -0.599142 -0.050 -0.042 0.116 -0.08
C -0.125225 -6.686615 -1.891742 0.042 -0.090 -0.088 -0.09
C 6.211075 1.746885 -1.052742 -0.018 -0.095 0.026 -0.03
C -1.100325 0.773085 3.464658 -0.198 -0.139 0.479 -0.54
C 4.845575 1.461985 -1.059442 0.031 0.355 0.008 -0.28
C 5.738875 4.096985 -1.174042 0.052 0.239 -0.011 -0.11
C -2.314625 -2.001715 -0.374042 0.438 -0.217 0.067 -0.23
C -0.395225 -4.028515 -1.151542 -0.139 0.313 0.078 -0.26
C 0.127875 -5.684015 -2.811542 0.008 -0.080 -0.051 -0.08
C 2.683175 -1.923515 1.650458 0.093 -0.074 0.070 -0.06
C 0.031575 -2.658415 2.032258 -0.094 0.022 -0.029 -0.09
C 0.462475 -2.211915 0.792558 -0.133 0.023 -0.174 -0.28
C -2.759425 -0.752415 0.031658 -0.211 0.052 0.037 -0.07
C 0.931875 -2.745015 3.078358 -0.056 -0.089 0.079 -0.08
C 1.340975 1.168185 2.974958 -0.356 -0.029 -0.207 0.04
C -4.150525 4.612485 -1.306442 -0.210 0.226 0.013 -0.13
C -2.487425 2.355385 -1.762742 -0.427 0.644 -0.105 -0.39
C -3.238225 -2.997615 -0.668842 0.013 -0.215 -0.005 -0.07
H 0.428775 -5.940415 -3.817242 0.026 0.020 -0.069 0.10
H 2.043875 1.288985 2.154458 0.076 0.018 -0.034 0.09
H 3.652575 4.617185 -1.245942 -0.067 0.065 -0.009 0.10
H -2.061125 0.025385 0.270858 -0.287 0.058 0.445 0.05
H 6.091775 5.117485 -1.221642 -0.006 0.080 0.014 0.09
H -1.008225 -2.908915 2.186858 -0.107 0.019 0.044 0.11
H 1.498175 0.197885 3.442258 0.017 0.006 -0.002 0.08
H -2.335725 5.685385 -0.981342 0.041 0.090 0.002 0.10
H -5.780725 3.282185 -1.742542 -0.077 -0.017 0.019 0.09
H 1.480775 1.961785 3.707158 0.116 -0.060 0.067 0.09
H 3.443375 0.246685 -1.017042 0.144 -0.111 -0.013 0.05
H 3.710375 -1.626615 1.504258 0.101 0.058 -0.058 0.11
H -2.900725 -3.967715 -1.009042 -0.061 0.011 0.000 0.10
H -4.442025 0.495885 0.420258 -0.010 0.045 0.061 0.12
H 2.961675 -2.477415 3.697558 0.053 0.055 0.106 0.10
H 6.908175 0.922885 -1.009442 0.041 -0.092 0.030 0.11
H -6.091825 -1.306215 -0.036042 -0.041 0.040 0.007 0.10
H -0.699925 -7.147815 0.119058 -0.012 -0.042 0.056 0.10
H 0.598875 -3.076115 4.052758 -0.036 -0.019 0.019 0.11
H 2.103475 -1.491815 -0.368142 0.116 0.024 -0.070 0.10
H 7.712375 3.258685 -1.081442 0.069 0.022 -0.023 0.09
H -0.934325 -4.787815 0.780358 -0.004 -0.023 0.082 0.10
H -4.320925 1.332685 -2.146642 -0.035 -0.055 -0.063 0.10
H -4.788725 5.456485 -1.087542 -0.026 0.091 -0.033 0.08
H -0.126425 4.861485 -1.297742 -0.060 -0.056 -0.015 0.12
H -5.299125 -3.537115 -0.749242 -0.049 0.002 0.003 0.10
H -0.022425 -7.723815 -2.180742 0.011 -0.043 -0.010 0.10
H 0.182375 -3.558415 -3.147242 0.027 0.056 -0.056 0.11
```
Positions in Å, forces in eV/Å.

Calculated values
**Highest occupied orbital energy**: -4.16 eV
**Net charge**: -1
**Kohn-Sham gap**: 6.421 eV
**M**: 801.2 g mol⁻¹
**ΔE to the lowest compared entry with this formula, charge and spin**: 238.5 kJ/mol
**LUMO energy**: 0.0831 hartree



- What is the M in the first record?
  419.7 g mol⁻¹